# C4H37NO14

15 unconnected molecules or ions with the total composition C4H37NO14 at a distorted geometry (the ωB97M-V functional and the def2-TZVPD basis, the OMol25 dataset).

Each line ends with the natural charge from an NBO analysis.
Cartesian coordinates (Å):
O1 2.202682 3.435433 -1.185389  -0.953
O2 2.460367 -0.139478 2.126409  -0.978
O3 0.710932 -0.472866 4.031281  -0.958
O4 1.198027 1.257591 0.110611  -0.996
O5 -0.128710 3.587453 0.804323  -1.007
O6 -1.218966 -4.090498 -1.849362  -0.940
O7 0.136292 2.340502 3.228178  -1.000
O8 -0.675462 1.102112 -3.931090  -0.983
O9 -3.320636 2.131293 1.108806  -0.959
O10 -2.195245 2.790440 -1.699178  -0.965
O11 2.532114 -1.748785 -3.334919  -0.959
O12 1.321897 0.458429 -2.407533  -0.975
O13 3.994599 -1.527684 -0.734088  -0.956
O14 1.895673 -3.247257 -0.448683  -0.950
N1 -1.782912 -2.254220 1.131639  -0.631
C1 -1.875864 -1.214942 0.206442  0.232
C2 -3.240654 -0.880475 -0.299080  -0.699
C3 -0.824081 -0.456956 -0.152187  -0.569
C4 -2.540555 -2.199609 2.410846  -0.415
H1 0.829876 -0.325039 -2.142544  0.471
H2 0.713307 1.482727 0.915871  0.489
H3 3.211822 -1.868178 -2.653616  0.484
H4 0.179451 -0.769621 0.105397  0.171
H5 4.624267 -2.045316 -0.218353  0.472
H6 -0.048760 4.540245 0.854045  0.481
H7 1.354146 -2.602674 -0.923510  0.471
H8 -0.986356 0.293199 -3.521750  0.470
H9 -3.486406 -1.059809 -1.342305  0.230
H10 -3.538248 2.458900 0.226564  0.485
H11 0.103922 3.136731 1.641155  0.503
H12 0.547359 1.480380 3.415807  0.524
H13 -0.953196 0.335958 -0.872355  0.217
H14 0.270013 1.242605 -3.779455  0.509
H15 -3.970927 -1.457973 0.277772  0.214
H16 -2.360057 2.221164 1.107749  0.480
H17 -0.213647 2.755511 4.017091  0.495
H18 2.251704 -3.723954 -1.208540  0.482
H19 -3.539689 0.124672 0.005014  0.266
H20 3.009734 -1.119281 -3.889130  0.470
H21 -1.904687 2.104199 -2.316844  0.491
H22 3.341475 0.151461 1.876839  0.476
H23 1.440325 0.920628 -1.554733  0.496
H24 3.253299 -1.493693 -0.116125  0.487
H25 -3.058190 -3.154481 2.508768  0.199
H26 -1.406288 3.330004 -1.586174  0.471
H27 -0.883713 -4.346357 -0.986506  0.473
H28 -0.829344 -2.483039 1.369586  0.359
H29 -1.848008 -1.991072 3.210439  0.194
H30 1.343346 -0.783580 4.677527  0.486
H31 0.577950 -1.125812 3.342509  0.483
H32 3.012599 3.702264 -1.634256  0.486
H33 -1.267947 -3.129574 -1.826473  0.468
H34 1.503032 3.682725 -1.801027  0.483
H35 1.886404 -0.027611 1.356437  0.489
H36 -3.368679 -1.495828 2.340868  0.212
H37 1.560613 2.169035 0.007233  0.523

Cartesian forces (eV/Å) of the 2 atoms listed first:
O 0.144 0.348 -0.336
O 0.232 -0.510 0.235

Properties
LUMO energy: -0.01 eV
HOMO-LUMO gap: 8.337 eV
charge: 0

# C4H37NO14

14 unconnected molecules or ions with the total composition C4H37NO14 at a distorted geometry (the ωB97M-V functional and the def2-TZVPD basis, the OMol25 dataset).

Each line ends with the natural charge from an NBO analysis.
Cartesian coordinates (Å):
O1 -1.561045 3.741258 1.396300  -0.961
O2 -1.427190 2.020150 -2.131233  -0.962
O3 1.020735 3.380629 -1.511278  -1.007
O4 -2.517889 1.262383 0.166016  -1.046
O5 1.739004 -0.873763 -0.679201  -0.787
O6 -2.109145 -0.301825 3.544832  -0.959
O7 -3.216186 -1.945984 1.643982  -0.962
O8 -0.901156 -0.008100 -3.834231  -0.972
O9 0.024672 -2.816351 0.450272  -1.030
O10 1.358605 -3.768097 -2.537386  -0.911
O11 -0.233687 2.628954 3.585705  -0.949
O12 -2.159665 -4.173777 0.810693  -0.959
O13 -3.033112 -0.803532 -1.841524  -0.972
O14 2.555480 1.554306 -2.545503  -0.971
N1 0.064181 0.151034 1.190181  -0.916
C1 2.552964 -0.814087 0.497363  0.097
C2 2.601721 0.686576 0.936677  -0.436
C3 3.851191 -1.393520 0.008521  -0.629
C4 1.143444 1.171838 0.891785  -0.223
H1 0.735179 -3.656890 -1.861687  0.463
H2 3.622197 -2.123424 -0.766863  0.220
H3 -2.855691 -3.889032 0.299425  0.469
H4 0.983614 2.022381 1.737526  0.163
H5 1.882928 2.771920 -1.612546  0.503
H6 2.081040 -1.244337 1.384976  0.170
H7 -0.040319 2.166736 2.758441  0.461
H8 -3.900145 -0.529712 -1.971562  0.476
H9 -0.353322 -0.744340 -4.253393  0.484
H10 -2.463920 3.450367 1.375807  0.482
H11 -2.303810 1.711704 -0.658149  0.504
H12 -1.649557 -0.357812 -3.452316  0.490
H13 1.581932 4.022432 -1.010495  0.477
H14 -2.783437 -0.380483 -1.048993  0.490
H15 -2.795803 -1.707692 0.723915  0.471
H16 -2.803538 -1.365775 2.243861  0.502
H17 0.863188 1.786424 -0.021563  0.239
H18 0.427389 -0.452098 2.065281  0.348
H19 2.328923 0.655373 -2.167117  0.512
H20 4.475011 -0.641625 -0.605818  0.214
H21 -0.733677 -3.470179 0.234798  0.511
H22 -0.211575 3.554493 3.374121  0.484
H23 -1.347489 1.170944 -2.383604  0.473
H24 -1.226718 3.413089 0.496620  0.480
H25 -2.900072 0.322967 3.570768  0.483
H26 -1.751825 1.129696 0.780343  0.506
H27 0.314803 -3.243217 1.334489  0.482
H28 3.042375 0.788258 1.981643  0.214
H29 4.374044 -1.806803 0.840217  0.213
H30 3.090065 1.280551 0.309871  0.202
H31 1.933005 1.644589 -3.397368  0.499
H32 1.452017 -1.835972 -0.790124  0.498
H33 -2.281298 -3.442788 1.504153  0.505
H34 -0.494105 2.375256 -2.203363  0.507
H35 -1.443278 0.369854 3.228153  0.497
H36 -0.158222 -0.608118 0.551304  0.410
H37 1.557168 -2.834831 -2.632718  0.452

Cartesian forces (eV/Å) of the 2 atoms listed first:
O 1.523 -0.283 -2.183
O 1.050 5.294 1.249

Properties
LUMO energy: -0.05 eV
HOMO-LUMO gap: 9.826 eV
charge: 0

# C4H37NO15

14 unconnected molecules or ions with the total composition C4H37NO15 at a distorted geometry (the ωB97M-V functional and the def2-TZVPD basis, the OMol25 dataset).

Each line ends with the natural charge from an NBO analysis.
Cartesian coordinates (Å):
O1 -1.378992 -2.484039 -2.574902  -0.960
O2 -1.422092 -1.172971 2.533484  -0.976
O3 4.236070 -0.769311 1.784284  -0.920
O4 -1.186774 2.268900 0.822278  -0.978
O5 3.008188 1.891791 2.502019  -0.957
O6 0.888931 0.624054 -0.236600  -0.751
O7 -0.452765 4.790664 1.307097  -0.952
O8 0.702415 0.700227 4.254991  -0.944
O9 -1.787326 0.621921 -1.041495  -0.982
O10 -1.845357 2.917705 -2.584435  -0.923
O11 3.248602 -0.232822 -3.200255  -0.745
O12 -2.092610 -2.486646 0.070550  -0.976
O13 -1.589570 2.907473 3.410736  -0.944
O14 -4.142002 -1.511445 -2.394636  -0.956
O15 -3.946324 1.057450 -0.263053  -0.978
N1 1.427143 -1.337217 -2.060604  -0.704
C1 2.482744 -1.437264 -3.022980  0.083
C2 0.860950 -0.801756 0.133651  -0.079
C3 1.855345 -1.685361 -0.719535  -0.053
C4 1.608371 -3.299601 -0.563282  -0.630
H1 -2.150252 -1.625304 0.571953  0.503
H2 0.551753 -1.749918 -2.335946  0.418
H3 -3.710723 -2.041750 -1.663331  0.475
H4 2.201192 -1.747666 -4.108913  0.169
H5 -3.384612 -0.897741 -2.463789  0.480
H6 -1.724879 -3.037509 -3.234102  0.482
H7 3.924485 1.922756 2.015685  0.487
H8 -1.182071 -1.368433 3.483847  0.491
H9 -4.461133 0.259593 -0.303888  0.483
H10 1.064934 1.143480 3.474870  0.479
H11 -0.087366 -1.239604 -0.165351  0.169
H12 0.488403 1.418729 4.789680  0.465
H13 -0.582685 3.920178 1.380902  0.470
H14 -3.632848 1.383578 -1.092901  0.497
H15 4.816543 -0.661194 0.893861  0.466
H16 1.561521 0.819618 -0.896859  0.483
H17 2.780788 0.424325 -3.628607  0.467
H18 -1.925265 2.116913 1.542116  0.499
H19 -1.228514 -2.975762 -1.768820  0.490
H20 2.511027 -3.839506 -0.683394  0.223
H21 -1.201386 -0.245586 2.524226  0.489
H22 -1.907831 3.626333 2.758768  0.489
H23 3.425216 -0.805503 1.374169  0.458
H24 2.903479 -1.290896 -0.458352  0.186
H25 0.441052 4.816805 1.008340  0.464
H26 0.788403 -3.632721 -1.174621  0.205
H27 -0.706381 3.004509 3.522173  0.462
H28 -1.838201 -2.967526 0.851322  0.482
H29 -0.861125 1.147642 -0.920166  0.504
H30 1.204601 -3.362769 0.490611  0.210
H31 3.153037 -2.308991 -2.793485  0.155
H32 -0.965912 2.627787 -2.815595  0.465
H33 3.143476 1.297546 3.186381  0.471
H34 -1.402008 -0.182729 -0.714311  0.450
H35 1.021406 -0.772172 1.176325  0.184
H36 -1.637610 3.697671 -2.098229  0.462
H37 -1.865459 2.564065 0.118117  0.490

Cartesian forces (eV/Å) of the 2 atoms listed first:
O 1.242 1.622 0.800
O 0.424 -0.655 1.896

Properties
LUMO energy: 0.02 eV
HOMO-LUMO gap: 9.296 eV
charge: 0

- Which of these has the lowest HOMO-LUMO gap?
  number 1

- What is the formula in the second record?
  C4H37NO14